C37H49GeN3O5PtS3SeSi2 | ωB97M-V with the def2-TZVPD basis set

```
102
C37H49GeN3O5PtS3SeSi2 | OMol25 | ωB97M-V with the def2-TZVPD basis set
Pt 0.04 0.08 -0.13
C 4.36 -1.20 -1.24
Si 2.59 -1.62 -1.72
C 2.16 -3.10 -0.72
C 2.31 -2.03 -3.52
N 1.58 -0.09 -1.40
C 1.93 1.06 -1.91
C 2.92 1.29 -2.94
C 3.18 2.54 -3.37
C 2.50 3.70 -2.83
C 1.56 3.56 -1.88
C 1.24 2.25 -1.37
N 0.37 1.99 -0.45
Si -0.75 3.07 0.55
C -0.30 4.94 0.32
C 0.10 3.00 2.26
C -2.25 3.20 -0.62
H 4.91 -2.14 -1.20
H 4.36 -0.80 -0.23
H 4.91 -0.52 -1.88
H 2.94 -3.83 -0.97
H 1.19 -3.52 -0.99
H 2.18 -2.92 0.35
H 2.62 -3.06 -3.69
H 2.83 -1.40 -4.25
H 1.24 -1.97 -3.73
H 3.42 0.45 -3.40
H 3.91 2.69 -4.16
H 2.75 4.67 -3.23
H 1.03 4.41 -1.49
H 0.73 5.21 0.56
H -0.92 5.44 1.09
H -0.59 5.40 -0.63
H 1.02 3.60 2.23
H 0.33 1.99 2.58
H -0.53 3.46 3.03
H -1.89 3.62 -1.56
H -3.00 3.90 -0.24
H -2.75 2.25 -0.83
O -1.40 -1.37 2.14
C -2.76 -1.21 1.87
C -3.20 0.13 2.36
C -4.27 0.19 3.23
C -4.74 1.40 3.69
C -4.15 2.59 3.28
C -3.08 2.54 2.42
C -2.57 1.32 1.93
O -1.53 1.30 1.10
N -5.88 1.44 4.60
O -6.38 0.38 4.92
O -6.24 2.52 5.02
H -3.33 -1.99 2.38
H -4.74 -0.73 3.57
H -4.54 3.53 3.64
H -2.64 3.48 2.12
O -0.07 -1.91 -0.20
C -0.95 -2.86 0.29
C -0.50 -4.20 -0.26
C -0.65 -4.57 -1.57
C -0.04 -5.82 -1.87
C 0.57 -6.36 -0.78
S 0.42 -5.37 0.60
C -0.92 -2.73 1.92
C -1.59 -3.78 2.68
C -0.81 -4.32 3.70
C 0.48 -3.85 3.75
S 0.79 -2.66 2.54
C -2.36 -2.64 -0.04
C -3.06 -1.39 0.34
C -4.52 -1.60 0.11
C -4.84 -2.86 -0.14
S -3.46 -3.93 -0.27
H -1.17 -3.96 -2.30
H -0.07 -6.29 -2.84
H 1.09 -7.30 -0.71
H -2.57 -4.14 2.42
H -1.15 -5.11 4.36
H 1.29 -4.24 4.34
H -2.66 -0.51 -0.19
H -5.24 -0.79 0.21
H -5.84 -3.26 -0.29
C 3.53 -0.10 6.81
Ge 3.77 -0.57 4.93
C 3.65 -2.51 4.69
C 5.51 0.06 4.29
C 2.34 0.27 3.88
Se 2.56 -0.03 1.96
C 3.46 1.64 1.54
H 4.29 -0.58 7.44
H 2.55 -0.43 7.16
H 3.60 0.98 6.95
H 4.56 -3.00 5.04
H 3.52 -2.75 3.63
H 2.80 -2.91 5.24
H 6.31 -0.47 4.81
H 5.64 1.13 4.47
H 5.61 -0.14 3.22
H 2.28 1.34 4.04
H 1.37 -0.16 4.14
H 4.31 1.77 2.20
H 2.77 2.47 1.63
H 3.83 1.57 0.51
```

Results
total charge	0
electronic energy	-8350.78197	Eh
relative energy (zero: lowest compared OMol25 entry of this formula, charge and spin)	3.845	eV
gap between HOMO and LUMO (alpha / beta)	0.1304 / 0.1305	hartree
multiplicity	1


C37H49N8O15 | ωB97M-V with the def2-TZVPD basis set

```
109
C37H49N8O15 | OMol25 | ωB97M-V with the def2-TZVPD basis set
C 0.94 0.34 -0.23
O 0.88 1.44 0.24
O 2.06 -0.28 -0.42
O -0.09 -0.35 -0.44
H 2.56 0.49 -0.44
C -0.61 -0.74 3.23
C -1.34 0.02 4.36
C -1.48 -0.72 5.79
C -1.07 -2.19 5.80
C -0.46 -2.89 4.61
C -0.20 -2.00 3.33
N -1.04 -2.90 7.12
O -1.92 -2.62 7.96
O -0.19 -3.90 7.19
H -0.33 -0.31 2.36
H -1.59 1.04 4.06
H -1.85 -0.28 6.62
H -0.25 -3.87 4.63
H 0.34 -2.56 2.39
C 0.78 0.60 -6.64
C 0.47 1.18 -5.24
C 1.32 0.72 -4.07
C 2.76 0.18 -4.37
C 3.14 -0.26 -5.89
C 2.01 -0.07 -6.90
N 3.76 -0.03 -3.42
O 3.90 0.91 -2.60
O 4.45 -0.95 -3.53
H 0.06 0.64 -7.44
H -0.45 1.61 -5.05
H 1.23 1.03 -3.00
H 4.12 -0.81 -5.89
H 2.28 -0.72 -7.76
C -2.28 2.36 -0.35
C -3.21 2.64 0.63
C -3.92 4.01 0.50
C -3.60 4.88 -0.83
C -2.65 4.31 -1.90
C -1.96 2.96 -1.60
N -4.15 6.25 -0.91
O -4.43 6.81 0.20
O -4.23 6.65 -2.06
H -1.64 1.44 -0.32
H -3.25 2.11 1.52
H -4.49 4.52 1.28
H -2.25 4.96 -2.75
H -1.18 2.59 -2.19
C 2.84 -3.70 1.09
C 3.53 -4.74 2.02
C 3.11 -6.21 1.67
C 2.00 -6.50 0.66
C 1.31 -5.35 -0.27
C 1.93 -3.97 0.07
N 1.49 -7.90 0.61
O 2.09 -8.64 1.30
O 0.98 -8.17 -0.48
H 3.06 -2.68 1.40
H 4.24 -4.32 2.98
H 3.44 -6.89 2.47
H 0.54 -5.67 -1.09
H 1.68 -3.11 -0.61
C -3.11 -1.94 1.19
O -3.72 -0.93 1.69
N -3.48 -3.13 1.55
C -2.84 -4.37 1.06
C -4.64 -3.36 2.50
H -2.28 -1.80 0.56
H -1.63 -4.65 1.26
H -3.00 -4.43 0.03
H -3.28 -5.35 1.33
H -4.60 -3.24 3.52
H -4.89 -4.36 2.59
H -5.61 -2.84 2.38
C 0.99 4.46 -1.21
O 1.64 4.25 -2.25
N 0.26 5.64 -1.01
C -0.30 5.89 0.34
C -0.09 6.51 -2.09
H 1.21 3.84 -0.29
H 0.47 6.16 1.19
H -0.49 5.04 0.87
H -1.10 6.79 0.37
H -1.10 6.74 -1.96
H -0.05 5.91 -2.97
H 0.40 7.46 -2.26
C 1.99 2.74 3.07
O 1.28 2.32 4.06
N 2.89 3.76 3.33
C 3.63 4.35 2.08
C 3.06 4.46 4.56
H 1.88 2.30 2.06
H 4.60 4.12 2.26
H 3.58 5.41 2.25
H 3.35 3.71 1.17
H 3.00 3.48 5.35
H 2.31 5.39 4.77
H 4.27 4.94 4.69
C -1.58 -4.16 -3.82
O -2.07 -4.45 -2.67
N -0.62 -3.18 -3.91
C -0.15 -2.82 -5.18
C -0.42 -2.28 -2.85
H -1.98 -4.68 -5.00
H 0.94 -2.64 -5.34
H -0.59 -1.78 -5.37
H -0.27 -3.69 -5.99
H 0.60 -1.70 -3.04
H -0.30 -2.60 -1.65
H -1.39 -1.71 -2.65
```

Results
total charge	-1
electronic energy	-3004.86032	Eh
relative energy (zero: lowest compared OMol25 entry of this formula, charge and spin)	5.177	eV
gap between HOMO and LUMO	0.2479	hartree
multiplicity	1


C37H50F3IrN4O3P2S2Si2 | ωB97M-V with the def2-TZVPD basis set

```
104
C37H50F3IrN4O3P2S2Si2 | OMol25 | ωB97M-V with the def2-TZVPD basis set
Ir 0.50 0.21 0.68
C -2.03 1.54 3.11
Si -1.70 2.67 1.66
C -0.73 4.16 2.21
C -3.35 3.42 1.13
N -0.97 1.70 0.41
P -0.59 1.95 -1.15
C 0.46 0.62 -1.40
P -0.04 -1.01 -1.58
N -0.72 -1.29 -0.10
Si -2.15 -2.15 0.36
C -3.68 -1.06 0.32
C -2.45 -3.61 -0.79
C -2.08 -2.83 2.10
C 1.45 -2.02 -1.79
C 1.43 -3.38 -1.50
C 2.54 -4.17 -1.78
C 3.67 -3.60 -2.35
C 3.69 -2.24 -2.64
C 2.58 -1.45 -2.37
C -1.07 -1.60 -2.97
C -0.66 -2.62 -3.82
C -1.51 -3.09 -4.82
C -2.77 -2.54 -4.98
C -3.18 -1.50 -4.16
C -2.33 -1.04 -3.16
C 0.28 3.52 -1.40
C -0.44 4.72 -1.42
C 0.23 5.93 -1.47
C 1.62 5.95 -1.51
C 2.34 4.76 -1.51
C 1.67 3.55 -1.46
C -2.03 2.17 -2.23
C -1.84 2.58 -3.55
C -2.92 2.64 -4.42
C -4.19 2.31 -3.97
C -4.38 1.91 -2.66
C -3.30 1.82 -1.80
H -2.41 2.10 3.96
H -1.11 1.05 3.41
H -2.76 0.77 2.85
H -1.43 4.82 2.74
H -0.33 4.73 1.36
H 0.10 3.95 2.88
H -3.80 3.83 2.04
H -4.08 2.74 0.69
H -3.21 4.26 0.44
H -3.93 -0.76 -0.70
H -3.49 -0.15 0.90
H -4.54 -1.56 0.75
H -2.97 -3.31 -1.70
H -3.08 -4.35 -0.28
H -1.53 -4.11 -1.08
H -2.19 -2.05 2.85
H -1.16 -3.39 2.31
H -2.92 -3.52 2.21
H 0.57 -3.82 -1.02
H 2.52 -5.22 -1.55
H 4.53 -4.21 -2.57
H 4.58 -1.79 -3.07
H 2.58 -0.39 -2.56
H 0.31 -3.07 -3.72
H -1.18 -3.89 -5.46
H -3.43 -2.91 -5.76
H -4.15 -1.05 -4.28
H -2.67 -0.24 -2.52
H -1.52 4.71 -1.39
H -0.33 6.86 -1.48
H 2.14 6.90 -1.55
H 3.42 4.78 -1.55
H 2.21 2.61 -1.45
H -0.85 2.86 -3.89
H -2.77 2.95 -5.44
H -5.03 2.38 -4.65
H -5.37 1.65 -2.31
H -3.43 1.46 -0.79
C 3.77 -3.79 3.54
N 3.78 -2.55 2.78
C 4.79 -2.55 1.74
C 2.59 -1.89 2.60
S 2.21 -1.45 1.00
N 1.86 -1.70 3.70
C 2.43 -1.72 5.04
C 0.43 -1.43 3.69
H 3.78 -4.64 2.85
H 2.89 -3.87 4.17
H 4.66 -3.85 4.17
H 5.74 -2.84 2.20
H 4.89 -1.57 1.29
H 4.56 -3.27 0.95
H 3.52 -1.71 4.98
H 2.11 -2.60 5.61
H 2.09 -0.83 5.56
H 0.08 -1.35 2.67
H 0.23 -0.50 4.22
H -0.09 -2.26 4.18
F 4.46 0.60 2.02
C 3.93 1.44 2.91
F 4.78 2.45 3.08
F 3.84 0.79 4.08
S 2.25 2.07 2.37
O 2.19 1.79 0.93
O 2.33 3.44 2.77
O 1.26 1.22 3.04
```

Results
total charge	0
electronic energy	-4346.79461	Eh
relative energy (zero: lowest compared OMol25 entry of this formula, charge and spin)	0.000	eV
gap between HOMO and LUMO	0.2831	hartree
multiplicity	1


C37H51F3FeN4OPS | ωB97M-V with the def2-TZVPD basis set

```
99
C37H51F3FeN4OPS | OMol25 | ωB97M-V with the def2-TZVPD basis set
Fe 0.02 -0.13 0.11
C 2.97 0.71 1.97
N 1.54 0.80 2.15
C 1.06 2.16 2.28
C 0.76 2.82 0.95
C 1.10 4.15 0.69
C 0.61 4.74 -0.46
C -0.22 4.02 -1.29
C -0.49 2.69 -0.96
N 0.03 2.10 0.10
C 1.01 -0.08 3.21
C -0.49 -0.13 3.14
C -1.23 0.15 4.26
C -2.67 0.10 4.09
C -3.22 -0.23 2.92
C -2.40 -0.55 1.69
N -0.96 -0.44 1.93
C 3.39 0.49 0.54
C 4.67 0.84 0.12
C 5.07 0.49 -1.15
C 4.19 -0.19 -1.97
C 2.92 -0.46 -1.47
N 2.52 -0.12 -0.25
H 3.34 -0.14 2.54
H 3.49 1.60 2.37
H 1.75 2.80 2.86
H 0.11 2.13 2.82
H 1.71 4.69 1.40
H 0.86 5.77 -0.69
H -0.67 4.46 -2.17
H -1.18 2.07 -1.52
H 1.34 0.25 4.21
H 1.41 -1.08 3.01
H -0.76 0.39 5.20
H -3.31 0.33 4.94
H -4.30 -0.26 2.79
H -2.62 -1.56 1.34
H 5.33 1.36 0.80
H 6.06 0.74 -1.50
H 4.46 -0.51 -2.97
H 2.17 -0.98 -2.06
S -2.84 0.50 0.23
F 1.04 -2.70 -1.37
C 0.16 -2.22 -0.32
F 0.55 -3.04 0.71
F -1.03 -2.80 -0.73
O -0.29 -0.03 -2.27
P -0.47 0.24 -3.74
C 0.01 -1.20 -4.76
C -0.65 -2.50 -4.20
C 0.24 -3.73 -4.40
C 0.93 -3.68 -5.75
C 1.89 -2.48 -5.84
C 1.53 -1.39 -4.82
C 0.54 1.68 -4.29
C 1.84 1.81 -3.48
C 2.52 3.15 -3.77
C 2.53 3.51 -5.27
C 2.21 2.29 -6.13
C 0.80 1.78 -5.82
C -2.17 0.82 -4.12
C -3.28 0.24 -3.21
C -3.94 -1.02 -3.74
C -4.38 -0.87 -5.19
C -3.19 -0.50 -6.07
C -2.56 0.82 -5.61
H -0.34 -1.01 -5.78
H -1.59 -2.66 -4.73
H -0.88 -2.38 -3.14
H -0.37 -4.62 -4.30
H 0.98 -3.78 -3.59
H 0.17 -3.61 -6.54
H 1.48 -4.61 -5.94
H 1.85 -2.05 -6.84
H 2.92 -2.80 -5.67
H 2.05 -0.47 -5.08
H 1.88 -1.68 -3.83
H -0.08 2.53 -3.98
H 2.52 1.00 -3.73
H 1.63 1.71 -2.42
H 3.55 3.11 -3.38
H 2.01 3.94 -3.20
H 3.50 3.93 -5.56
H 1.79 4.28 -5.48
H 2.95 1.50 -5.95
H 2.28 2.54 -7.19
H 0.63 0.83 -6.32
H 0.08 2.49 -6.25
H -2.05 1.86 -3.81
H -4.05 1.02 -3.13
H -2.91 0.09 -2.20
H -4.79 -1.26 -3.09
H -3.25 -1.87 -3.65
H -5.13 -0.08 -5.25
H -4.85 -1.79 -5.55
H -3.50 -0.41 -7.12
H -2.46 -1.31 -6.03
H -3.30 1.61 -5.75
H -1.71 1.08 -6.25
```

Results
total charge	-1
electronic energy	-4037.70352	Eh
relative energy (zero: lowest compared OMol25 entry of this formula, charge and spin)	0.125	eV
gap between HOMO and LUMO (alpha / beta)	0.1660 / 0.1669	hartree
multiplicity	5


- Among the records above, which one has the highest electronic energy?
  C37H49N8O15